Entry 1:
Computed, not measured: C33H27N4O3Pt as an isolated structure, with ωB97M-V/def2-TZVPD.

HOMO-LUMO gap in Eh: 0.2253
Calculated total energy in a.u.: -1837.615457
ΔE to the lowest compared entry with this formula, charge and spin in kcal per mole: 0.00
LUMO in eV: -3.98

```
! RIJCOSX wB97M-V def2-TZVPD def2/J DEFGRID3
* xyz 1 1
Pt 1.07 1.42 0.29
O 7.51 -0.61 0.98
C 7.16 0.57 1.13
O 7.76 1.63 1.38
C 5.62 0.78 0.94
C 4.81 -0.31 0.64
C 3.46 -0.10 0.47
N 2.96 1.13 0.60
C 3.71 2.21 0.89
C 5.07 2.05 1.07
C 2.93 3.46 0.98
C 3.48 4.68 1.31
C 2.66 5.79 1.38
C 1.30 5.65 1.11
C 0.81 4.40 0.79
N 1.61 3.34 0.71
C 2.43 -1.10 0.14
C 2.71 -2.45 -0.03
C 1.67 -3.32 -0.32
C 0.39 -2.83 -0.43
C 0.17 -1.48 -0.25
N 1.16 -0.62 0.01
H 5.30 -1.27 0.55
H 5.76 2.85 1.31
H 4.54 4.76 1.51
H 3.07 6.76 1.64
H 0.63 6.50 1.16
H -0.23 4.23 0.58
H 3.72 -2.80 0.07
H 1.88 -4.37 -0.46
H -0.45 -3.48 -0.64
H -0.82 -1.05 -0.31
C -1.47 -2.57 -4.63
C -1.58 -1.44 -3.65
C -2.67 -1.36 -2.78
C -2.80 -0.32 -1.87
C -3.99 -0.27 -0.95
C -1.77 0.65 -1.82
C -1.85 1.60 -0.72
O -0.92 1.96 0.01
C -0.70 0.63 -2.73
C 0.29 1.75 -2.88
C -0.63 -0.43 -3.63
H -2.19 -3.36 -4.42
H -0.47 -3.00 -4.61
H -1.64 -2.21 -5.64
H -3.43 -2.13 -2.81
H -4.62 -1.14 -1.11
H -4.59 0.62 -1.13
H -3.69 -0.27 0.10
H -2.83 2.00 -0.46
H 0.10 2.60 -2.23
H 0.27 2.11 -3.91
H 1.31 1.40 -2.69
H 0.18 -0.45 -4.35
N -1.55 -0.21 2.05
C -2.37 -0.94 2.39
C -3.41 -1.85 2.78
C -4.72 -1.40 2.90
C -5.72 -2.29 3.25
C -5.40 -3.62 3.50
C -4.09 -4.07 3.39
C -3.09 -3.18 3.03
H -4.96 -0.36 2.72
H -6.74 -1.95 3.35
H -6.18 -4.32 3.78
H -3.85 -5.10 3.59
H -2.06 -3.51 2.95
*
```

Entry 2:
Computed, not measured: C33H27NO2Se2Te2Ti as an isolated structure, with ωB97M-V/def2-TZVPD.

HOMO-LUMO gap in Eh: 0.1417
Calculated total energy in a.u.: -7667.523829
ΔE to the lowest compared entry with this formula, charge and spin in kcal per mole: 35.27
LUMO in eV: 3.92

```
! RIJCOSX wB97M-V def2-TZVPD def2/J DEFGRID3
* xyz -2 1
Ti -0.91 -1.46 -0.40
O -1.04 -0.22 -1.77
C -0.15 0.34 -2.65
C 1.12 -0.57 -2.69
C 1.82 -0.72 -1.37
C 3.16 -0.36 -1.20
C 3.78 -0.64 0.01
C 3.09 -1.29 1.01
C 1.76 -1.63 0.81
C 0.94 -2.35 1.87
C -0.19 -1.39 2.42
O -1.14 -1.23 1.43
C 0.51 -0.05 2.73
C 0.32 1.04 1.89
C 1.04 2.21 2.07
C 1.96 2.30 3.11
C 2.13 1.23 3.98
C 1.41 0.06 3.79
C -0.88 -1.90 3.67
C -1.83 -1.06 4.26
C -2.51 -1.47 5.39
C -2.26 -2.72 5.96
C -1.34 -3.56 5.36
C -0.66 -3.15 4.22
N 1.16 -1.27 -0.34
C -0.80 0.41 -4.03
C -0.09 0.80 -5.16
C -0.71 0.87 -6.40
C -2.06 0.55 -6.51
C -2.77 0.17 -5.39
C -2.15 0.10 -4.15
C 0.16 1.76 -2.17
C 1.39 2.39 -2.37
C 1.61 3.69 -1.93
C 0.60 4.37 -1.27
C -0.62 3.75 -1.05
C -0.85 2.46 -1.50
H 1.83 -0.25 -3.45
H 0.74 -1.56 -2.96
H 3.69 0.10 -2.02
H 4.81 -0.35 0.16
H 3.57 -1.56 1.95
H 1.62 -2.64 2.67
H 0.48 -3.23 1.42
H -0.43 0.98 1.10
H 0.88 3.04 1.40
H 2.54 3.21 3.25
H 2.83 1.30 4.80
H 1.54 -0.78 4.47
H -2.05 -0.11 3.79
H -3.26 -0.82 5.83
H -2.79 -3.03 6.84
H -1.15 -4.55 5.77
H 0.05 -3.83 3.75
H 0.96 1.07 -5.08
H -0.15 1.17 -7.27
H -2.55 0.60 -7.48
H -3.82 -0.09 -5.46
H -2.71 -0.20 -3.27
H 2.19 1.87 -2.89
H 2.57 4.16 -2.10
H 0.77 5.38 -0.91
H -1.42 4.27 -0.53
H -1.79 1.96 -1.30
Se -0.76 -3.64 -1.20
Te -3.61 -1.87 -0.75
Te -5.69 -2.49 -2.41
Se -3.88 0.45 0.24
*
```

Entry 3:
Computed, not measured: C33H28AuN3OP2 as an isolated structure, with ωB97M-V/def2-TZVPD.

HOMO-LUMO gap in Eh: 0.2732
Calculated total energy in a.u.: -2332.282391
LUMO in eV: 0.57

```
! RIJCOSX wB97M-V def2-TZVPD def2/J DEFGRID3
* xyz 0 1
Au -0.26 0.22 -0.76
O -0.54 -1.92 -1.10
C 0.11 -2.76 -1.82
C -0.55 -3.96 -2.22
C 0.06 -4.93 -2.98
C 1.38 -4.77 -3.40
C 2.05 -3.63 -3.03
C 1.47 -2.62 -2.25
C 2.26 -1.45 -1.92
N 1.84 -0.28 -1.44
C 2.93 0.54 -1.33
C 4.04 -0.13 -1.73
N 3.61 -1.38 -2.08
H -1.57 -4.07 -1.88
H -0.49 -5.82 -3.25
H 1.87 -5.51 -4.02
H 3.07 -3.50 -3.39
H 2.83 1.56 -0.99
H 5.08 0.16 -1.77
H 4.19 -2.13 -2.41
N -0.55 2.29 1.68
P -0.66 0.70 2.45
C -0.95 1.25 4.18
C -1.99 0.66 4.89
C -2.23 1.02 6.21
C -1.43 1.97 6.82
C -0.39 2.57 6.12
C -0.15 2.21 4.80
C 1.06 0.12 2.66
C 2.21 0.75 2.20
C 3.46 0.17 2.42
C 3.55 -1.03 3.11
C 2.40 -1.67 3.55
C 1.16 -1.10 3.32
P -1.32 1.95 0.18
C -3.01 1.57 0.76
C -3.67 0.48 0.20
C -4.98 0.21 0.55
C -5.63 1.02 1.47
C -4.97 2.11 2.03
C -3.66 2.39 1.67
C -1.66 3.56 -0.58
C -2.33 3.51 -1.81
C -2.75 4.68 -2.42
C -2.49 5.90 -1.81
C -1.81 5.95 -0.61
C -1.40 4.78 0.02
H 0.39 2.65 1.56
H -2.61 -0.07 4.39
H -3.04 0.56 6.76
H -1.61 2.26 7.85
H 0.24 3.31 6.60
H 0.67 2.67 4.25
H 2.16 1.68 1.65
H 4.35 0.65 2.04
H 4.52 -1.48 3.29
H 2.48 -2.62 4.07
H 0.26 -1.61 3.64
H -3.12 -0.16 -0.49
H -5.50 -0.64 0.11
H -6.66 0.81 1.75
H -5.48 2.74 2.74
H -3.14 3.23 2.11
H -2.52 2.55 -2.27
H -3.27 4.64 -3.37
H -2.81 6.82 -2.29
H -1.61 6.91 -0.14
H -0.88 4.82 0.97
*
```

> Which formula does entry 3 have?

C33H28AuN3OP2